# C30H25BrN3O4SbSe4Sn

A molecular structure, C30H25BrN3O4SbSe4Sn (ωB97M-V/def2-TZVPD, the OMol25 dataset).

**Lowest unoccupied orbital energy**: 3.65 eV
**Charge**: -2
**Frontier orbital gap**: 0.230 Eh

Geometry (Å):
1 Sn -1.03375 0.81770 0.32604
2 C -0.86805 3.67622 2.58460
3 C -1.27219 2.66937 3.62055
4 C -2.12354 3.05269 4.65118
5 C -2.48026 2.16947 5.65349
6 C -1.98232 0.87713 5.62670
7 C -1.14166 0.44997 4.60896
8 C -0.64318 -0.96677 4.59883
9 C -0.77033 1.35741 3.58942
10 N -0.00925 0.89374 2.50397
11 C 1.18484 0.33370 2.71385
12 O 1.94005 0.49508 3.67607
13 C 1.55928 -0.67430 1.65196
14 C 2.68053 -1.47659 1.79230
15 C 2.87518 -2.51259 0.89328
16 C 1.93876 -2.73805 -0.10167
17 C 0.82323 -1.91279 -0.15443
18 N 0.66421 -0.89502 0.69059
19 C -0.28222 -2.25069 -1.10963
20 O 0.06790 -2.71072 -2.24274
21 N -1.49613 -2.06152 -0.65023
22 C -2.58648 -2.68408 -1.30220
23 C -3.74649 -1.92941 -1.56457
24 C -3.85898 -0.49808 -1.12806
25 C -4.79973 -2.49936 -2.26319
26 C -4.75139 -3.81468 -2.68694
27 C -3.66450 -4.58873 -2.33477
28 C -2.59096 -4.06476 -1.62377
29 C -1.51280 -5.03148 -1.21833
30 H -0.62693 4.63781 3.04243
31 H -1.66536 3.86079 1.86376
32 H 0.01452 3.34053 2.04394
33 H -2.49001 4.07346 4.67181
34 H -3.14294 2.48498 6.45088
35 H -2.24969 0.17268 6.40767
36 H -1.23375 -1.59634 5.26529
37 H 0.40080 -1.00008 4.91747
38 H -0.68691 -1.38367 3.59018
39 H 3.35963 -1.27349 2.60789
40 H 3.74380 -3.15450 0.97046
41 H 2.03766 -3.52797 -0.83177
42 H -3.52283 -0.38876 -0.09668
43 H -4.89124 -0.15425 -1.20457
44 H -3.25311 0.15939 -1.75707
45 H -5.66731 -1.89159 -2.49542
46 H -5.56878 -4.23720 -3.25880
47 H -3.62621 -5.63293 -2.62599
48 H -1.94696 -6.01988 -1.05313
49 H -1.00593 -4.70696 -0.30825
50 H -0.76127 -5.11456 -2.00313
51 Se 0.16483 1.47889 -4.20502
52 Sb 0.21239 -1.14820 -4.00715
53 Se -0.34829 0.51966 -2.06804
54 Se 2.45188 -1.86914 -4.46531
55 Se -1.56974 -2.02639 -5.33372
56 Br 4.85215 6.61826 -1.46680
57 C 3.11892 5.86587 -1.20176
58 C 2.96805 4.49155 -1.21253
59 C 1.69776 3.96483 -1.02522
60 C 0.60388 4.79294 -0.81559
61 C 0.78615 6.17128 -0.80658
62 C 2.04498 6.71654 -1.00246
63 C -0.78346 4.22614 -0.56097
64 O -1.71802 4.99899 -0.36361
65 O -0.85135 2.94682 -0.55302
66 H 3.81621 3.83888 -1.36360
67 H 1.56398 2.89086 -1.05194
68 H -0.07442 6.80616 -0.64340
69 H 2.19226 7.78835 -0.99313

Cartesian forces (eV/Å) of the 2 atoms listed first:
-1.0 0.3 2.4
0.0 0.1 0.0